Molecular formula: C6H11N2O
Method: DFT, wB97M-V/def2-TZVPD

Total energy, eV: -11417.9310
ΔE to the lowest compared entry with this formula, charge and spin, eV: 4.236
Charge: +1
Lowest unoccupied orbital energy, eV: -3.9
HOMO level, eV: -14.20

Cartesian coordinates (Å):
C 1.206 -0.947 -0.091
C 2.590 -0.286 -0.199
C 0.830 1.343 0.150
C 1.447 0.452 -0.809
C 0.031 0.569 1.067
C -2.200 -0.038 -0.173
N 0.240 -0.631 0.913
N -2.011 -1.189 0.413
O -3.252 0.374 -0.856
H 3.081 0.130 0.634
H 3.245 -0.641 -0.995
H 1.551 2.119 0.682
H 0.146 2.094 -0.280
H 1.112 0.565 -1.880
H -0.591 0.875 1.927
H -1.379 0.669 -0.328
H 0.920 -1.737 -0.828
H -0.499 -1.387 0.916
H -2.518 -2.028 0.449
H -3.949 -0.308 -0.709

Atoms 1-2, force components in eV/Å:
0.764 0.759 -3.392
-1.034 -0.707 -2.106



Molecular formula: C31H38ClN9ORe
Method: DFT, wB97M-V/def2-TZVPD

Total energy, eV: -62855.4445
ΔE to the lowest compared entry with this formula, charge and spin, eV: 2.930
Expectation value of S²: 3.765
Charge: +2
Multiplicity: 4
Lowest unoccupied orbital energy (spin up / spin down), eV: -4.9 / -5.8
HOMO level (spin up / spin down), eV: -13.25 / -13.25

Cartesian coordinates (Å):
Re 0.068 0.032 -1.194
C 1.472 2.084 -2.054
N 1.095 2.922 -0.926
C 0.556 4.242 -1.269
C 0.976 2.348 0.282
N 0.968 0.985 0.316
C 1.700 0.272 1.298
C 2.733 0.946 1.958
C 3.491 0.349 2.942
C 3.238 -0.962 3.278
C 2.288 -1.683 2.567
C 2.168 -3.105 2.948
C 2.347 -4.247 2.021
C 1.801 -4.074 0.593
C 0.695 -2.102 0.693
N -0.431 -1.535 -0.022
C -1.580 -2.229 -0.174
N -2.093 -2.954 0.825
C -2.824 -4.200 0.602
C -1.933 -2.568 2.227
N -2.270 -2.123 -1.325
C -3.730 -2.274 -1.344
C -1.684 -1.762 -2.608
C 1.503 -1.111 1.554
N 0.804 3.090 1.373
C 0.161 2.556 2.569
C 1.389 4.420 1.541
H 1.770 2.718 -2.887
H 0.578 1.552 -2.515
H 2.294 1.418 -1.813
H -0.044 4.146 -2.175
H 1.360 4.956 -1.445
H -0.090 4.599 -0.474
H 2.955 1.969 1.687
H 4.273 0.908 3.439
H 3.797 -1.448 4.067
H 2.511 -3.314 3.955
H 2.863 -5.148 2.327
H 1.789 -5.015 0.050
H -2.745 -4.501 -0.439
H -3.874 -4.106 0.880
H -2.367 -4.974 1.219
H -1.307 -1.682 2.311
H -1.483 -3.382 2.796
H -2.916 -2.345 2.644
H -4.115 -2.247 -0.330
H -4.035 -3.203 -1.825
H -4.161 -1.437 -1.894
H -0.925 -0.939 -2.661
H -2.480 -1.365 -3.235
H -1.213 -2.609 -3.099
H -0.417 1.671 2.319
H -0.515 3.319 2.953
H 0.897 2.312 3.337
H 2.070 4.646 0.727
H 1.952 4.426 2.476
H 0.616 5.186 1.599
Cl -2.663 3.457 0.773
C -2.493 3.419 -0.964
C -2.804 4.587 -1.648
C -2.656 4.637 -3.024
C -2.203 3.514 -3.704
C -1.919 2.353 -3.004
C -2.052 2.265 -1.613
C -1.803 0.960 -0.910
H -3.163 5.445 -1.096
H -2.905 5.542 -3.561
H -2.093 3.535 -4.780
H -1.600 1.472 -3.554
H -2.571 0.256 -1.243
H -1.980 1.080 0.163
N 4.029 -1.962 -0.656
C 2.735 -1.795 -0.844
O 2.242 -0.818 -1.443
C 1.741 -2.803 -0.330
C 1.046 -3.310 -1.509
N 0.530 -3.776 -2.423
C 0.588 -3.526 1.292
N 0.981 -3.898 2.617
H 4.683 -1.282 -1.014
H 4.383 -2.782 -0.191

Atoms 1-2, force components in eV/Å:
0.361 -0.270 -0.318
-0.137 0.038 0.144



Molecular formula: C3H9NO
Method: DFT, wB97M-V/def2-TZVPD

Total energy, eV: -6793.3241
ΔE to the lowest compared entry with this formula, charge and spin, eV: 1.732
Structure (SMILES): C=C(C)N.O
Lowest unoccupied orbital energy, eV: 0.8
HOMO level, eV: -8.02

Cartesian coordinates (Å):
C 0.374 1.049 0.143
C 0.101 -0.048 -1.027
C -0.553 -1.194 -0.679
N 0.674 0.270 -2.197
H 0.780 1.910 -0.312
H 1.171 0.712 0.932
H -0.557 1.119 0.710
H -0.634 -2.009 -1.391
H -0.836 -1.423 0.322
H 0.874 1.271 -2.268
H 0.373 -0.196 -3.095
H -0.175 -0.737 2.260
H -0.802 0.066 3.581
O -0.791 -0.790 3.022

Atoms 1-2, force components in eV/Å:
0.563 -3.492 0.252
-0.736 -0.649 4.282



Molecular formula: C4H7BiO3
Method: DFT, wB97M-V/def2-TZVPD

Total energy, eV: -16202.8976
ΔE to the lowest compared entry with this formula, charge and spin, eV: 1.212
Expectation value of S²: 1.430
Charge: +3
Multiplicity: 2
Lowest unoccupied orbital energy (spin up / spin down), eV: -15.6 / -16.6
HOMO level (spin up / spin down), eV: -21.96 / -21.46

Cartesian coordinates (Å):
H -0.987 -1.657 -1.166
Bi 1.359 -3.942 0.581
O -0.015 -2.560 0.694
C -0.705 -1.814 0.005
O -1.568 -0.998 0.527
C -2.291 -0.298 -0.434
H -2.697 0.629 -0.039
H -2.863 -0.884 -1.150
O 0.957 0.061 -0.681
C 0.916 0.956 0.137
C 1.780 2.166 0.119
H 0.183 0.904 0.975
H 2.467 2.165 -0.732
H 1.132 3.056 0.094
H 2.334 2.216 1.069

Atoms 1-2, force components in eV/Å:
2.161 -1.849 1.776
3.115 -3.426 0.114



Molecular formula: C37H46BiClN4
Method: DFT, wB97M-V/def2-TZVPD

Total energy, eV: -63435.2916
Lowest unoccupied orbital energy, eV: -1.0
HOMO level, eV: -6.64

Cartesian coordinates (Å):
Bi 0.865 0.754 -1.309
C -5.379 1.890 -1.073
C -4.310 2.542 -1.908
C -3.051 2.461 -1.178
C -2.503 3.340 -0.294
C -3.005 4.628 0.302
C -2.309 5.834 -0.289
C -1.271 2.720 0.192
N -1.086 1.478 -0.423
C -2.181 1.331 -1.312
C -2.406 0.328 -2.255
C -1.625 -0.834 -2.351
C -1.994 -2.039 -3.085
C -3.281 -2.130 -3.856
C -3.258 -2.018 -5.363
C -0.992 -2.927 -2.938
C 0.052 -2.252 -2.188
C 1.086 -2.940 -1.450
C 1.895 -2.417 -0.427
N 1.748 -1.231 0.102
C 2.799 -1.046 0.929
C 2.930 0.078 1.789
C 2.212 1.255 1.891
N 1.215 1.647 1.072
C 0.691 2.711 1.605
C -0.540 3.212 1.158
C 1.218 3.032 2.907
C 2.302 2.188 3.020
C 3.252 2.028 4.184
C 2.765 1.241 5.310
C 0.789 4.185 3.716
C -0.325 4.002 4.790
C 3.603 -2.284 0.930
C 3.016 -3.136 0.115
C 3.232 -4.569 -0.127
C 2.432 -5.524 0.718
C 4.784 -2.454 1.847
C 4.384 -2.942 3.282
N -0.423 -0.957 -1.777
C -0.917 -4.248 -3.550
C -0.921 -5.403 -2.550
H -6.333 1.867 -1.644
H -5.070 0.880 -0.868
H -5.619 2.404 -0.124
H -4.155 2.049 -2.867
H -4.537 3.574 -2.153
H -3.959 4.675 -0.183
H -3.095 4.574 1.391
H -2.388 5.708 -1.350
H -2.710 6.792 0.021
H -1.237 5.734 0.031
H -3.283 0.333 -2.871
H -3.763 -3.115 -3.569
H -3.984 -1.414 -3.391
H -2.419 -2.576 -5.725
H -4.089 -2.510 -5.781
H -3.225 -1.072 -5.859
H 1.277 -3.916 -1.780
H 3.732 0.042 2.538
H -0.861 4.153 1.583
H 4.177 1.625 3.682
H 3.543 3.133 4.437
H 2.892 0.210 4.908
H 3.275 1.327 6.238
H 1.693 1.509 5.484
H 1.656 4.544 4.289
H 0.515 5.104 3.143
H -0.028 3.367 5.706
H -0.565 5.060 5.051
H -1.108 3.585 4.190
H 3.069 -4.768 -1.184
H 4.303 -4.800 0.009
H 1.372 -5.256 0.484
H 2.466 -6.573 0.409
H 2.622 -5.531 1.748
H 5.647 -3.055 1.494
H 5.173 -1.447 1.954
H 4.226 -4.004 3.418
H 5.169 -2.574 3.958
H 3.446 -2.403 3.470
H -1.787 -4.394 -4.212
H -0.120 -4.197 -4.296
H -1.711 -5.203 -1.806
H -1.197 -6.312 -3.062
H 0.018 -5.544 -1.971
Cl 1.144 0.519 -4.366
C 0.352 1.806 -3.394
H -0.701 1.765 -3.620
H 0.683 2.791 -3.713

Atoms 1-2, force components in eV/Å:
0.547 0.785 0.428
-1.794 0.208 -0.466



Molecular formula: C10H22N2O6S
Method: DFT, wB97M-V/def2-TZVPD

Total energy, eV: -36824.9159
ΔE to the lowest compared entry with this formula, charge and spin, eV: 2.938
Structure (SMILES): CCSCOC(=O)OO.CNC(C)=O.CNC(C)=O
Lowest unoccupied orbital energy, eV: 0.6
HOMO level, eV: -8.77

Cartesian coordinates (Å):
C 5.486 0.141 0.071
C 4.110 -0.371 0.522
S 3.019 -0.396 -0.929
C 1.538 -1.168 -0.219
O 1.340 -0.643 1.125
C 0.081 -0.699 1.575
O -0.280 -1.295 2.542
O -0.843 0.041 0.882
O -0.279 0.950 -0.055
H 6.268 -0.263 0.720
H 5.513 1.230 0.134
H 5.697 -0.168 -0.955
H 4.161 -1.387 0.923
H 3.696 0.283 1.288
H 0.685 -0.935 -0.851
H 1.701 -2.243 -0.146
H 0.394 1.460 0.428
C -1.591 -3.976 0.025
C -1.000 -3.946 -1.364
O -0.004 -3.291 -1.642
N -1.618 -4.686 -2.320
C -2.796 -5.521 -2.190
H -0.994 -3.351 0.681
H -2.614 -3.600 0.018
H -1.590 -4.992 0.421
H -1.175 -4.625 -3.223
H -2.559 -6.554 -2.449
H -3.585 -5.170 -2.858
H -3.170 -5.497 -1.172
C -1.156 6.011 1.853
C -0.673 5.547 0.497
O 0.368 5.952 0.009
N -1.451 4.649 -0.165
C -2.705 4.055 0.256
H -0.431 6.717 2.247
H -2.124 6.505 1.773
H -1.244 5.171 2.543
H -1.079 4.380 -1.063
H -2.603 2.969 0.299
H -3.488 4.300 -0.464
H -3.004 4.418 1.234

Atoms 1-2, force components in eV/Å:
-0.219 -0.105 0.202
0.161 -0.220 -0.123